Record 1
The following is a DFT calculation (ωB97M-V with the def2-TZVPD basis set) of a 7-piece molecular cluster, H14O7 overall at a distorted geometry.

The geometry in XYZ format:
```
21
Properties=species:S:1:pos:R:3:forces:R:3
O -0.8864 0.0158 0.3040 -0.3 -0.1 -0.2
H -0.5514 0.2648 1.1730 0.3 0.1 0.5
H -0.7814 0.7928 -0.2380 -0.1 0.6 -0.3
O 1.5396 -0.6332 -1.3860 0.0 0.6 0.1
H 2.1556 0.0748 -1.1040 -0.4 -0.4 -0.1
H 0.8276 -0.5592 -0.7270 0.3 -0.3 -0.1
O 0.2626 0.1308 2.8080 -0.4 0.4 -0.1
H -0.0754 -0.6212 3.2830 -0.4 -0.7 0.1
H 1.1206 0.2508 3.1920 0.8 0.3 0.0
O -3.0604 -2.1132 -0.2100 -0.6 -0.3 0.3
H -2.3474 -1.9152 -0.7980 1.0 0.1 -0.4
H -3.7504 -1.5562 -0.5710 -0.4 0.1 0.2
O -0.0154 -2.4272 0.9540 -0.5 1.0 -0.2
H -0.4724 -1.5982 0.6400 0.7 -1.1 0.4
H -0.5614 -3.1222 0.5900 -0.1 -0.4 0.0
O -0.2244 2.2158 -1.5230 0.3 -1.2 0.7
H -0.3634 2.9998 -2.0140 -0.4 1.3 -0.8
H -0.2364 1.4948 -2.1630 0.2 -0.1 -0.1
O 2.4896 1.8678 -0.4490 1.1 0.1 -0.1
H 3.2576 2.1868 -0.9710 -1.0 -0.1 0.4
H 1.6736 2.2508 -0.7910 0.0 0.1 -0.3
```
Forces are in eV/Å.

Properties
Electronic energy in eV: -14560.035
HOMO-LUMO gap in eV: 10.43
E_LUMO in eV: 0.1494
Structure (SMILES): O.O.O.O.O.O.O

Record 2
The following is a DFT calculation (ωB97M-V with the def2-TZVPD basis set) of one molecule with the formula C4H7ClFN at a distorted geometry.

The geometry in XYZ format:
```
14
Properties=species:S:1:pos:R:3:forces:R:3
C 1.1050 -1.4653 0.2888 0.3 0.7 -0.6
C 0.3704 -0.1510 0.3500 -0.8 -1.0 0.2
N 0.4032 0.5560 -0.8854 0.3 1.5 -1.6
C -0.7595 1.3791 -0.5423 -1.4 -0.8 -0.5
C -1.1557 0.1620 0.3261 0.8 -0.5 -0.4
F -1.6800 0.3734 1.5202 -0.9 0.4 1.3
Cl -2.1694 -1.0203 -0.5404 0.2 0.1 0.1
H 2.1365 -1.1579 0.0443 -0.1 -0.3 0.3
H 1.0878 -2.0319 1.1970 0.0 -0.3 0.5
H 0.7918 -2.0489 -0.5639 -0.4 -0.3 -0.1
H 0.6944 0.4304 1.1998 0.4 0.4 0.6
H 1.2119 1.0964 -1.1047 0.8 0.2 -0.1
H -0.5505 2.2688 0.0580 0.0 -0.1 0.1
H -1.4861 1.6092 -1.3476 0.6 0.0 0.3
```
Forces are in eV/Å.

Properties
Electronic energy in eV: -20990.552
HOMO-LUMO gap in eV: 10.57
E_LUMO in eV: 0.9125
Structure (SMILES): C[C@H]1NC[C@@]1(F)Cl

Record 3
The following is a DFT calculation (ωB97M-V with the def2-TZVPD basis set) of a 2-piece molecular cluster, C10H16 overall.

The geometry in XYZ format:
```
26
Properties=species:S:1:pos:R:3:forces:R:3
C -0.0243 0.8824 0.0393 -0.2 -0.1 -0.2
C 0.1008 2.2069 0.7817 0.0 -0.3 0.3
C 0.1124 -0.3440 0.8448 0.1 -0.1 -0.4
C 0.9715 -0.4459 1.9787 -0.1 -0.4 -0.5
C -0.6118 -1.5075 0.4148 0.1 -0.1 0.6
C 1.0218 -1.6081 2.6881 0.0 0.6 -0.5
C -0.6208 -2.6424 1.1729 -0.1 0.3 -0.5
C 0.1759 -2.6916 2.3277 0.0 -0.1 0.5
H -0.9297 0.7832 -0.5693 -0.2 0.3 0.3
H 0.7145 0.8367 -0.7751 0.5 -0.2 0.1
H 0.9584 2.2120 1.4554 0.2 0.1 -0.3
H 1.6552 0.3579 2.1761 0.0 0.2 0.3
H -1.1785 -1.4390 -0.4917 -0.3 0.0 -0.3
H 1.7483 -1.6481 3.4719 0.0 -0.5 0.5
H -1.2306 -3.4769 0.8536 0.1 -0.1 0.2
H 0.1309 -3.5667 2.9638 0.1 0.0 -0.1
H -0.7549 2.3465 1.4409 -0.2 0.2 -0.2
H 0.2081 3.0182 0.0697 -0.1 0.1 0.1
C -0.4239 2.5230 -3.4218 -0.5 -0.3 0.2
C -0.4241 1.6643 -4.6873 -0.5 0.1 0.3
H 0.3428 2.1442 -2.7444 0.1 0.2 0.1
H -0.2836 3.5891 -3.5904 0.3 -0.1 -0.2
H -1.3864 2.4566 -2.9024 0.0 -0.1 0.0
H 0.5873 1.5814 -5.0772 -0.1 0.0 -0.3
H -0.8226 0.6682 -4.4768 0.3 -0.1 0.1
H -1.1230 2.0554 -5.4270 0.3 0.2 -0.2
```
Forces are in eV/Å.

Properties
Total charge: +1
Expectation value of S²: 0.768
Electronic energy in eV: -10620.813
HOMO-LUMO gap (alpha / beta) in eV: 9.97 / 6.15
Multiplicity: 2
E_LUMO (alpha / beta) in eV: -4.3091 / -8.1292

Record 4
The following is a DFT calculation (ωB97M-V with the def2-TZVPD basis set) of one molecule with the formula C6H6BrNO3 at a distorted geometry.

The geometry in XYZ format:
```
17
Properties=species:S:1:pos:R:3:forces:R:3
C -1.1919 -1.5390 0.9440 0.7 -1.0 -1.6
C 1.0811 -1.5459 -0.3224 -3.2 3.1 0.5
C 0.0727 0.8571 -0.9175 -1.6 -0.5 -1.6
C -0.9007 -0.2290 1.5477 -0.3 0.7 1.4
C 1.0165 0.0440 -0.1269 -0.8 -1.8 0.9
C 0.2632 2.3200 -1.1236 1.3 1.8 -0.3
N -0.1371 -2.0584 0.0659 -1.3 -1.4 1.4
O -2.1902 -2.2044 1.1329 1.1 0.8 -0.2
O 1.9221 -2.1504 -0.8840 1.5 -0.6 -0.4
O -0.8936 0.3127 -1.4732 1.4 0.4 0.7
Br 2.4707 0.7056 0.7773 0.5 0.4 0.0
H -1.7857 0.4921 1.6823 1.5 -1.0 -0.7
H -0.3533 -0.3587 2.5205 -0.2 0.3 -1.1
H 0.9155 2.8407 -0.4192 0.0 -0.4 0.1
H -0.6315 2.8981 -1.1661 -1.3 -0.2 0.6
H 0.6219 2.6731 -2.1153 0.4 -1.2 0.2
H -0.2797 -3.0578 -0.1223 0.1 0.6 -0.1
```
Forces are in eV/Å.

Properties
Electronic energy in eV: -83991.105
HOMO-LUMO gap (alpha / beta) in eV: 8.04 / 8.16
E_LUMO (alpha / beta) in eV: -1.8493 / -1.2793

Record 5
The following is a DFT calculation (ωB97M-V with the def2-TZVPD basis set) of a 4-piece molecular cluster, C16H35BN3O8S overall at a distorted geometry.

The geometry in XYZ format:
```
64
Properties=species:S:1:pos:R:3:forces:R:3
C 4.8174 -3.4830 1.1948 0.1 0.8 -1.0
C 4.2317 -3.4146 -0.3702 1.1 -3.6 -2.8
O 4.5103 -4.4127 -1.2276 -2.0 6.3 5.0
O 3.3932 -2.2325 -0.6888 1.3 -4.8 0.8
C 2.0513 -2.7571 -1.1060 -1.0 1.0 -1.2
C 0.9604 -1.6258 -0.6408 0.8 0.8 2.4
O 1.6320 -0.9111 0.4920 -1.0 -0.4 -1.8
B 0.5562 -0.3289 1.3438 -1.3 -1.6 0.3
S 0.8113 1.4774 1.7902 -0.4 2.2 -0.2
O -0.7487 -0.7483 0.7248 0.2 -2.7 -1.4
C -0.3769 -2.1169 0.2337 0.9 1.4 -0.8
C -1.5425 -2.9303 -0.5870 0.1 0.1 0.3
C -2.2786 -4.1219 0.2743 -0.6 -0.1 -0.4
O -3.7424 -3.7950 0.2742 0.4 -1.9 0.3
H 5.8454 -4.0864 1.2494 -2.5 1.3 -0.4
H 4.9892 -2.3572 1.5167 -0.5 -2.5 -0.4
H 4.0119 -4.0132 1.8677 1.5 1.3 -1.4
H 2.0902 -2.8215 -2.2958 -0.3 -0.3 2.6
H 1.8104 -3.7802 -0.5910 0.6 1.9 -1.1
H 0.7038 -0.7709 -1.4091 0.3 -2.2 0.9
H 0.4820 -0.8891 2.3961 0.7 -0.6 0.9
H -0.4172 2.1448 1.9365 1.1 -1.2 -0.4
H 0.1178 -2.7222 1.1308 -1.2 0.9 -1.7
H -2.3616 -2.1735 -0.9656 1.6 -1.5 0.9
H -1.0658 -3.4175 -1.5422 -0.8 0.9 1.8
H -2.1742 -5.1771 -0.2644 0.1 2.2 1.2
H -1.9381 -4.1957 1.3962 -0.3 0.2 -2.3
H -4.2696 -4.6323 0.4832 1.4 1.7 -0.4
C -2.5187 3.2972 -0.7240 0.8 -0.5 -0.2
O -2.2141 2.8341 0.3676 -0.1 0.4 -1.2
N -1.8505 3.0649 -1.9075 -1.0 0.5 0.9
C -2.2750 3.6518 -3.1619 0.2 -0.2 0.3
C -0.6846 2.2055 -1.8976 0.2 -0.2 0.4
H -3.3888 3.9632 -0.8438 0.0 0.0 -0.2
H -2.5048 2.8492 -3.8687 0.0 0.2 -0.1
H -1.4621 4.2673 -3.5581 -0.1 0.0 -0.2
H -3.1630 4.2749 -3.0253 0.1 -0.1 0.1
H -0.9744 1.2168 -1.5292 0.3 0.0 0.1
H 0.0634 2.6283 -1.2201 0.0 -0.3 0.0
H -0.2625 2.1152 -2.9022 -0.2 0.1 0.1
C -7.2567 1.9444 2.3848 1.0 0.1 -0.4
O -7.4786 3.0385 2.8873 0.3 -0.6 -0.3
N -6.0970 1.5827 1.7326 -1.7 0.3 0.8
C -5.9105 0.2639 1.1632 0.2 0.2 0.1
C -5.0284 2.5531 1.6119 0.0 0.1 0.1
H -8.0024 1.1334 2.4198 0.1 -0.1 -0.1
H -5.0423 -0.2059 1.6345 -0.1 -0.1 -0.2
H -5.7344 0.3639 0.0881 0.0 -0.2 0.1
H -6.7907 -0.3639 1.3258 0.1 0.2 0.0
H -4.7138 2.8624 2.6132 0.1 0.1 -0.2
H -5.4026 3.4295 1.0741 0.2 0.0 0.1
H -4.1777 2.1263 1.0738 -0.2 0.1 0.3
C 4.6105 1.6501 0.5213 0.0 0.3 0.1
O 4.3885 2.7441 1.0237 0.8 -0.7 -0.6
N 5.7702 1.2884 -0.1310 -0.7 0.2 0.4
C 5.9567 -0.0304 -0.7004 0.0 0.3 0.1
C 6.8388 2.2587 -0.2517 -0.3 0.1 0.2
H 3.8648 0.8391 0.5562 0.0 0.0 -0.1
H 6.8249 -0.5002 -0.2291 0.0 -0.2 -0.1
H 6.1328 0.0695 -1.7754 0.0 -0.2 0.0
H 5.0765 -0.6583 -0.5378 0.1 0.3 0.0
H 7.1534 2.5680 0.7496 0.1 0.1 -0.2
H 6.4646 3.1351 -0.7895 0.2 0.0 0.1
H 7.6895 1.8319 -0.7898 -0.2 0.0 0.1
```
Forces are in eV/Å.

Properties
Total charge: -1
Electronic energy in eV: -49519.669
HOMO-LUMO gap in eV: 6.40
E_LUMO in eV: 2.5507

Record 6
The following is a DFT calculation (ωB97M-V with the def2-TZVPD basis set) of a 2-piece molecular cluster, C2H4F2NP overall at a distorted geometry.

The geometry in XYZ format:
```
10
Properties=species:S:1:pos:R:3:forces:R:3
C -0.0547 -0.5137 -0.3000 -1.7 1.5 0.5
C 0.2820 -1.8708 -0.6703 0.0 -2.3 1.0
N 0.5424 0.1748 0.5567 -0.1 -0.3 -0.7
F -0.7983 -2.8075 -0.6895 0.8 1.4 0.4
F -1.3204 2.7909 1.4499 -1.2 -0.3 0.3
P -0.1380 3.2388 0.4976 -0.3 -0.2 -1.1
H -0.9805 -0.1821 -0.7966 0.2 0.6 0.1
H 0.7171 -1.9389 -1.6086 0.6 0.2 -2.1
H 1.0513 -2.1781 -0.0008 0.3 -0.9 0.8
H 0.6989 3.2865 1.5615 1.5 0.2 0.9
```
Forces are in eV/Å.

Properties
Electronic energy in eV: -18349.190
HOMO-LUMO gap (alpha / beta) in eV: 9.62 / 7.43
E_LUMO (alpha / beta) in eV: -0.7023 / -0.9219

Record 7
The following is a DFT calculation (ωB97M-V with the def2-TZVPD basis set) of a 4-piece molecular cluster, CH10NO4 overall at a distorted geometry.

The geometry in XYZ format:
```
16
Properties=species:S:1:pos:R:3:forces:R:3
N -1.5723 -0.9435 0.7557 -0.6 0.5 0.6
C -0.5215 -0.1389 1.4514 0.1 0.4 0.2
O 0.0729 0.7879 0.6481 0.3 -0.1 -0.4
H -1.5298 -0.6261 -0.2054 0.2 -0.1 -0.3
H -2.4405 -0.4906 1.0729 0.2 -0.5 -0.3
H 0.2254 -0.8068 1.9076 0.0 -0.2 -0.1
H -1.0284 0.3935 2.2797 0.0 -0.3 0.2
H 0.9679 0.2562 -2.1326 0.0 0.0 0.0
H 1.0325 0.4921 -0.5922 -0.1 0.2 0.0
O 1.6002 0.4058 -1.4261 0.2 -0.1 0.2
H 1.3662 -2.4549 -0.7494 0.1 -0.1 -0.1
H 2.5062 -1.5092 -0.9334 -0.1 0.2 -0.3
O 2.2653 -2.4325 -1.1004 0.0 -0.1 0.3
H -0.9987 1.6339 0.2350 -0.4 0.5 0.1
H -1.7877 3.0665 0.4462 0.1 -0.4 -0.1
O -1.8825 2.2031 0.0242 0.1 0.0 0.0
```
Forces are in eV/Å.

Properties
Total charge: -1
Electronic energy in eV: -10880.593
HOMO-LUMO gap in eV: 8.63
E_LUMO in eV: 4.2134

Record 8
The following is a DFT calculation (ωB97M-V with the def2-TZVPD basis set) of C12H9FeN2O7S2 as an isolated structure.

The geometry in XYZ format:
```
33
Properties=species:S:1:pos:R:3:forces:R:3
Fe 0.3274 1.6163 -1.3237 -0.5 -0.4 0.3
O 1.7566 0.1555 -1.6236 0.2 0.0 0.2
C 1.6162 -1.0441 -1.3949 0.2 0.0 -0.3
C 0.3877 -1.7769 -1.3809 -0.6 0.0 0.2
C 0.4403 -3.1620 -1.2323 0.1 -0.2 0.1
C -0.7097 -3.9157 -1.1684 0.1 0.6 -0.2
C -1.9719 -3.2877 -1.2008 0.1 0.0 0.0
C -2.0562 -1.9337 -1.3267 -0.2 -0.2 -0.1
C -0.8958 -1.1151 -1.4704 0.4 0.0 -0.1
O -1.0171 0.1313 -1.6541 -0.1 0.1 0.2
N -0.6200 -5.3450 -1.0725 0.1 -0.5 0.5
O -1.6580 -5.9862 -1.0151 -0.1 0.1 -0.1
O 0.4867 -5.8607 -1.0086 0.0 0.1 -0.1
H 2.5237 -1.6303 -1.1856 0.0 -0.1 -0.1
H 1.3980 -3.6630 -1.1646 0.0 0.0 0.0
H -2.8592 -3.8983 -1.1160 0.0 0.0 0.0
H -3.0164 -1.4352 -1.3475 0.0 0.0 0.0
C 0.3402 1.2544 3.6929 0.0 0.0 -0.1
C -0.5768 0.5037 2.9733 0.0 0.0 0.1
C -0.5282 0.5428 1.5911 0.0 -0.1 -0.1
N 0.3685 1.2638 0.9183 0.0 0.0 -0.1
C 1.2465 1.9898 1.6135 0.1 0.1 -0.1
C 1.2680 2.0137 2.9972 0.0 0.0 0.1
H 0.3247 1.2549 4.7750 0.0 0.0 0.0
H -1.3249 -0.0978 3.4713 0.0 0.0 0.0
H -1.2340 -0.0179 0.9891 0.0 0.0 0.0
H 1.9321 2.5855 1.0229 0.0 0.0 0.0
H 1.9907 2.6289 3.5143 0.0 0.0 0.0
O -0.1690 5.9700 0.1887 0.0 0.1 -0.1
S 0.4041 5.8971 -1.1383 0.0 0.1 0.3
O -0.4339 6.3782 -2.2093 0.0 -0.1 0.0
O 1.8008 6.2557 -1.2298 0.0 0.0 0.0
S 0.4586 3.7280 -1.4845 0.3 0.4 -0.5
```
Forces are in eV/Å.

Properties
Total charge: -1
Expectation value of S²: 6.021
Electronic energy in eV: -85960.613
HOMO-LUMO gap (alpha / beta) in eV: 6.21 / 6.48
Multiplicity: 5
E_LUMO (alpha / beta) in eV: 1.4720 / 1.4506